ORCA calculation (ωB97M-V/def2-TZVPD) on 4 unconnected molecules or ions with the total composition C29H37ClO8S3.

## Properties
Calculated total energy (eV): -92072.1825
Spin multiplicity: 1
SMILES: C[C@H](Cl)Cc1cccc2c1C(=O)c1ccccc1C2=O.O=S1(=O)CCCC1.O=S1(=O)CCCC1.O=S1(=O)CCCC1
M (g/mol): 645.26
Total charge: 0
Maximum force (hartree/bohr): 0.0892

Cartesian coordinates (Å):
C 0.539064 -3.330477 -1.211029
C -0.059686 -2.538179 -2.473225
Cl -0.764521 -3.814432 -3.632005
C 1.044836 -1.633537 -3.252889
C 1.582550 -0.561961 -2.200873
C 3.014811 -0.669489 -1.589419
C 3.460878 0.394158 -0.535502
C 2.498768 1.549076 -0.097480
C 1.088662 1.661414 -0.707458
C 0.650129 0.589735 -1.776572
C -0.831741 0.791017 -2.381086
O -1.117145 0.695292 -3.597074
C -1.939676 1.185146 -1.274773
C -3.326684 0.516666 -1.317250
C -4.344679 0.946639 -0.200220
C -3.928740 2.011481 0.839585
C -2.509061 2.684289 0.882308
C -1.502107 2.252022 -0.202001
C 0.014938 2.794637 -0.300366
O 0.329449 3.997847 -0.115271
H 1.527813 -2.922388 -0.815811
H -0.253172 -3.276202 -0.370045
H 0.704614 -4.456491 -1.413400
H -0.926745 -1.892208 -2.071467
H 1.872663 -2.259460 -3.727476
H 0.477943 -1.131160 -4.110885
H 3.687426 -1.537382 -1.903269
H 4.520286 0.288597 -0.101655
H 2.868896 2.276912 0.694259
H -3.563710 -0.276466 -2.107295
H -5.367221 0.431105 -0.222959
H -4.708844 2.279555 1.634996
H -2.228497 3.455527 1.670155
O 0.423904 0.152818 3.431897
S -0.866385 -0.063982 4.044491
O -1.741241 -1.140423 3.638774
C -0.647586 -0.134857 5.814177
C -0.770937 1.313906 6.267360
C -1.947884 1.895873 5.481776
C -1.775836 1.477379 4.020139
H 0.318786 -0.578715 6.051891
H -1.454017 -0.745918 6.225721
H -0.928480 1.384749 7.345560
H 0.144219 1.862553 6.022076
H -2.885067 1.487605 5.874038
H -1.999142 2.982876 5.576929
H -2.737434 1.322083 3.530229
H -1.187811 2.207446 3.461776
O -6.052161 0.361342 -4.744854
S -5.715788 0.089448 -6.124095
O -6.709418 0.089841 -7.174228
C -4.371609 1.161426 -6.600888
C -3.117917 0.380437 -6.229500
C -3.380887 -1.061117 -6.669635
C -4.784923 -1.437379 -6.192998
H -4.453671 2.115263 -6.080330
H -4.434447 1.315268 -7.680543
H -2.229823 0.795318 -6.710287
H -2.962967 0.413435 -5.146918
H -3.333595 -1.122931 -7.761937
H -2.631858 -1.748718 -6.270072
H -5.272900 -2.127283 -6.882224
H -4.765107 -1.866225 -5.189571
O 4.806985 1.399433 3.940013
S 5.451859 0.436853 3.078388
O 5.569751 0.637465 1.650189
C 7.066300 0.072897 3.744792
C 6.823738 -1.080635 4.709196
C 5.860803 -2.027679 3.990021
C 4.740570 -1.175005 3.390798
H 7.477321 0.958594 4.228508
H 7.707700 -0.235224 2.916038
H 7.756418 -1.579540 4.980068
H 6.358987 -0.709346 5.628310
H 6.394305 -2.550587 3.189565
H 5.459797 -2.786162 4.665902
H 4.371560 -1.594932 2.454388
H 3.914395 -1.048934 4.092521

Force components x, y, z for each atom (eV/Å):
-0.568 -0.667 0.524
1.070 -0.065 0.816
0.288 1.099 0.600
-1.032 0.267 0.526
0.940 2.011 1.333
-2.751 3.187 1.360
-2.967 -0.440 -1.903
-0.849 -2.323 -2.311
1.708 -2.497 -0.853
1.981 0.219 1.283
-0.202 0.148 -0.822
0.898 -0.006 3.911
-1.177 0.384 1.303
1.255 2.970 3.005
3.638 1.231 -0.634
1.670 -1.104 -1.918
-0.883 -2.797 -3.261
-2.569 -1.354 0.076
0.495 1.445 0.045
-1.170 -4.420 -0.343
-1.444 -0.235 -0.639
1.435 -0.084 -1.226
-0.303 1.914 0.028
1.355 -0.982 -1.084
-1.062 0.720 1.018
0.950 -0.486 1.292
-1.033 1.485 0.535
-2.098 0.446 -0.647
-0.686 -1.053 -1.263
0.332 1.436 1.318
1.680 1.109 0.317
1.403 -0.337 -1.311
-0.506 -1.195 -1.303
-0.225 -0.223 -0.038
-0.164 -0.238 -0.059
0.411 0.148 -0.137
0.093 0.056 0.491
0.099 0.158 0.057
-0.134 0.079 0.164
-0.326 0.499 0.059
-0.071 -0.058 -0.179
0.061 0.001 -0.112
0.037 -0.013 -0.092
-0.044 -0.079 0.039
0.085 0.024 -0.034
-0.013 -0.106 -0.025
0.221 -0.113 -0.116
0.045 -0.199 0.007
-0.185 -0.057 -0.232
-0.038 0.142 -0.277
-0.061 0.033 0.461
0.412 0.257 -0.095
0.054 -0.059 0.187
0.213 -0.038 -0.166
0.293 -0.533 -0.034
-0.176 -0.096 -0.012
-0.110 -0.024 0.089
-0.069 -0.013 0.094
0.041 0.073 -0.137
-0.025 -0.001 0.085
-0.084 0.047 -0.028
-0.139 0.129 0.159
-0.099 0.118 -0.056
0.089 -0.021 -0.406
0.043 -0.016 0.043
-0.028 0.306 0.395
0.431 -0.104 0.227
-0.036 -0.057 0.163
0.115 -0.202 -0.005
-0.243 -0.552 0.060
-0.136 0.051 -0.156
-0.094 0.074 0.015
-0.075 0.070 -0.012
0.074 0.007 -0.068
-0.036 0.051 0.072
0.019 0.067 -0.093
-0.074 0.235 0.059
0.051 0.151 -0.131


ORCA calculation (ωB97M-V/def2-TZVPD) on 2 unconnected molecules or ions with the total composition C7H18SSi.

## Properties
ΔE to the lowest compared entry with this formula, charge and spin (kcal per mole): 36.7
Spin multiplicity: 1
M (g/mol): 162.37
Total charge: 0
Maximum force (hartree/bohr): 0.0833

Cartesian coordinates (Å):
C 0.641270 -1.663202 2.254125
C -1.580924 2.487825 0.766336
C -1.830722 0.439329 -2.105085
C 3.057308 -1.194029 -0.749463
C -0.302468 -1.372000 1.166194
C -0.146134 1.939095 0.450685
C -0.564529 -0.322099 -1.660363
Si 0.041703 0.084673 0.014974
S 3.041928 0.167202 0.362993
H 0.640935 -0.897485 3.084217
H 0.404779 -2.627966 2.723836
H 1.731852 -1.818601 1.912902
H -1.616164 3.602699 0.856319
H -2.153157 2.259486 -0.023788
H -2.122889 2.093055 1.609357
H -2.237401 0.085478 -3.049965
H -2.657427 0.218472 -1.378254
H -1.683239 1.415671 -2.212819
H 3.977949 -1.709557 -0.573694
H 2.967626 -0.899238 -1.779402
H 2.178999 -1.831279 -0.562901
H -1.299195 -1.419438 1.736773
H -0.325772 -2.186425 0.504030
H 0.516000 2.276694 1.334250
H 0.064235 2.478919 -0.469658
H 0.179567 -0.319837 -2.376195
H -0.924135 -1.287447 -1.835392

Force components x, y, z for each atom (eV/Å):
3.287 -0.548 1.855
1.805 1.136 1.916
-1.251 -3.584 1.027
-0.757 -0.821 -0.267
-1.923 1.265 1.003
-0.651 0.493 1.966
-1.741 0.632 -0.126
2.052 1.083 1.911
-2.838 1.220 0.281
0.098 -0.679 -0.984
-0.226 0.216 0.031
-1.613 0.665 0.430
0.384 -0.847 0.019
-2.365 -0.676 -3.037
0.281 -0.345 0.664
0.320 -0.272 -0.205
0.687 0.527 -0.449
0.428 4.259 -0.177
0.433 -0.747 -0.243
0.257 0.192 -0.556
0.603 -0.329 0.051
0.764 0.646 -1.460
-0.136 -1.293 -1.077
-0.533 -0.769 -1.790
0.883 0.003 -0.001
1.866 0.808 -1.641
-0.114 -2.235 0.857


ORCA calculation (ωB97M-V/def2-TZVPD) on C5H5N in the gas phase.

## Properties
ΔE to the lowest compared entry with this formula, charge and spin (kcal per mole): 142.7
Spin multiplicity: 1
SMILES: C1=CC1[C@@H]1C=N1
M (g/mol): 79.10
Total charge: 0
Maximum force (hartree/bohr): 0.1039

Cartesian coordinates (Å):
C -1.356680 0.493882 0.991789
C -1.288670 0.778450 -0.283178
C -0.572172 -0.364924 0.036573
C 1.236185 -0.262452 0.133805
C 2.144986 0.864956 0.105514
N 2.377658 -0.025071 -0.769296
H -1.503945 0.901044 1.964917
H -1.554190 1.392408 -1.091640
H -0.815762 -1.400501 -0.224134
H 1.396374 -1.187144 0.829537
H 2.510075 1.739588 0.588639

Force components x, y, z for each atom (eV/Å):
0.866 0.389 -1.614
-1.910 1.328 0.567
5.074 -1.626 0.424
-3.163 -2.772 2.406
-0.871 -1.874 -0.150
-0.075 1.394 -0.487
-0.246 -0.235 0.417
-0.272 0.806 -0.678
-0.084 0.274 0.137
0.200 1.766 -0.852
0.481 0.550 -0.171


ORCA calculation (ωB97M-V/def2-TZVPD) on a gas-phase ion, C5H12N2 (charge +2).

## Properties
ΔE to the lowest compared entry with this formula, charge and spin (kcal per mole): 25.3
Spin multiplicity: 1
SMILES: C=[NH+]C(=C)CC[NH3+]
M (g/mol): 100.16
Total charge: +2
Maximum force (hartree/bohr): 0.0651

Cartesian coordinates (Å):
C 0.536197 -2.023559 -2.455120
N 0.989195 -1.193939 -1.559702
C 0.297609 -0.817429 -0.302653
C -0.192404 -1.853714 0.371800
C 0.287777 0.691207 0.084172
C -0.800986 1.113117 1.097736
N -0.512576 2.499772 1.586318
H -0.561066 -2.089867 -2.725855
H 1.278691 -2.505494 -3.086325
H 1.981913 -1.066002 -1.528908
H -0.759154 -1.849321 1.335955
H -0.014873 -2.879176 -0.056434
H 1.324028 0.837918 0.394154
H 0.158808 1.211376 -0.775539
H -1.772897 1.124775 0.591717
H -0.910935 0.381619 1.838116
H 0.508887 2.622174 1.743511
H -0.859907 3.257602 0.902254
H -0.978304 2.538934 2.544807

Force components x, y, z for each atom (eV/Å):
-0.551 1.607 -0.245
-1.162 -1.164 0.402
-1.109 0.446 -0.006
-0.244 -1.293 -0.001
0.525 -2.906 1.577
0.395 -0.103 -2.799
-0.556 0.287 0.981
1.283 -0.307 1.007
-0.149 0.086 -0.147
0.855 0.065 -0.086
0.683 0.342 -1.018
-0.310 1.119 0.709
-0.062 0.564 0.558
-0.359 1.784 -2.748
0.200 0.218 0.038
0.204 -0.429 1.792
-0.696 0.136 -0.084
0.512 -1.264 1.518
0.541 0.813 -1.447